Formula: C26H22BrMnN3O5
Source: OMol25
Level of theory: ωB97M-V/def2-TZVPD

Geometry as XYZ:
```
58
Properties=species:S:1:pos:R:3:forces:R:3
Mn 0.129600 -0.132100 -0.105700 1.53 1.46 -3.60
O 1.307400 0.187600 3.439600 0.22 0.09 -0.26
C 1.147700 0.032400 2.251800 0.65 0.20 1.37
O 0.058900 -0.284200 1.661600 -0.98 -0.48 3.91
C 2.313600 0.124700 1.290000 0.80 -0.08 0.54
C 3.569200 0.523800 1.768200 0.18 -0.02 -0.20
C 4.635800 0.499600 0.911800 -0.47 -0.05 0.15
C 4.444900 0.039200 -0.406000 -0.40 -0.10 -0.16
C 5.507300 -0.053000 -1.328600 -0.05 -0.05 -0.20
C 5.289100 -0.518100 -2.595500 0.15 0.10 0.15
C 4.004900 -0.925000 -2.988800 -0.24 -0.03 0.20
C 2.949600 -0.854500 -2.116900 0.01 -0.12 -0.10
C 3.135300 -0.354100 -0.811800 0.62 0.04 -0.30
N 2.083800 -0.278700 0.052700 1.57 0.02 0.61
H 3.651400 0.830800 2.798900 -0.06 0.00 0.05
H 5.617700 0.805900 1.235100 0.15 0.06 0.03
H 6.494300 0.250700 -1.012700 0.08 0.03 0.02
H 6.102500 -0.583400 -3.299700 0.12 0.01 -0.06
H 3.854900 -1.295500 -3.990900 -0.06 -0.07 -0.09
H 1.961100 -1.180200 -2.410900 0.06 0.08 -0.06
C 1.198200 1.741400 -3.560700 -0.17 -0.04 0.27
C 0.055500 1.544600 -2.570500 0.28 0.98 0.12
C -1.282800 1.988800 -3.151100 0.13 -0.13 0.13
O 0.004900 0.152000 -2.148000 -0.47 -0.01 -2.13
C 0.353800 2.372100 -1.270200 -0.26 0.21 -2.24
O 0.503300 3.563500 -1.359600 0.01 0.01 0.26
O 0.406900 1.667000 -0.206100 0.27 0.55 1.49
H 1.013400 1.183100 -4.476700 -0.03 -0.06 -0.09
H 2.138500 1.410500 -3.126800 0.07 0.02 -0.01
H 1.281200 2.797600 -3.795700 -0.01 0.11 -0.05
H -1.418600 1.603700 -4.161200 -0.01 -0.09 -0.08
H -1.309000 3.075500 -3.195600 0.06 0.02 -0.02
H -2.109800 1.660000 -2.522800 -0.05 0.02 0.01
H -0.583200 -0.308200 -2.772600 0.30 0.04 0.28
Br -5.793700 4.548900 0.332200 0.27 -0.26 -0.08
C -4.523400 3.151500 0.156500 0.01 0.09 0.07
C -4.909100 1.944900 -0.420800 -0.16 0.34 0.09
C -4.001300 0.917100 -0.521400 0.63 -0.21 0.22
C -2.687600 1.065500 -0.032200 -1.36 1.50 0.09
C -2.315900 2.299100 0.529400 0.24 -0.55 -0.07
C -3.222500 3.333100 0.619700 -0.54 0.01 -0.11
N -1.785000 0.025400 -0.120800 -2.22 -3.87 0.40
C -2.208100 -1.225000 0.078200 -1.27 3.94 -0.01
C -1.334400 -2.303900 -0.007900 2.00 -3.21 -0.35
C -1.758100 -3.642000 0.204300 -0.22 1.68 -0.10
C -0.861500 -4.666600 0.096100 1.27 -0.11 -0.26
C 0.480000 -4.364300 -0.203300 -1.04 -0.29 0.27
C 0.844500 -3.048900 -0.365200 0.25 0.44 -0.14
N -0.023000 -2.031700 -0.299200 -1.63 -2.11 0.13
H -5.918100 1.820400 -0.786100 -0.01 0.00 -0.04
H -4.293000 -0.009400 -0.996100 -0.05 -0.03 -0.10
H -1.319900 2.428800 0.924400 -0.02 0.01 -0.01
H -2.934500 4.275400 1.059100 0.05 0.03 0.05
H -3.234500 -1.412600 0.377400 -0.04 0.05 -0.04
H -2.790400 -3.815900 0.455200 -0.18 -0.08 0.02
H -1.164600 -5.690000 0.239600 -0.08 -0.13 0.04
H 1.216800 -5.144400 -0.293300 0.10 -0.05 -0.01
H 1.874500 -2.793500 -0.570500 -0.01 0.09 0.01
```
Positions in Å, forces in eV/Å.

Summary:
Multiplicity   5
Total charge   +1
Energy above the lowest of the compared OMol25 structures with the same formula, charge and spin   50.1 kcal per mole
Gap between HOMO and LUMO (spin up / spin down)   6.02 / 6.34 eV

In the natural (NBO) picture, each atom carries the following charge in e: atom 1 (Mn): 1.447, atom 2 (O): -0.552, atom 3 (C): 0.734, atom 4 (O): -0.750, atom 5 (C): 0.159, atom 6 (C): -0.213, atom 7 (C): -0.079, atom 8 (C): -0.099, atom 9 (C): -0.151, atom 10 (C): -0.196, atom 11 (C): -0.170, atom 12 (C): -0.249, atom 13 (C): 0.234, atom 14 (N): -0.517, atom 15 (H): 0.269, atom 16 (H): 0.236, atom 17 (H): 0.230, atom 18 (H): 0.234, atom 19 (H): 0.230, atom 20 (H): 0.223, atom 21 (C): -0.622, atom 22 (C): 0.142, atom 23 (C): -0.643, atom 24 (O): -0.751, atom 25 (C): 0.786, atom 26 (O): -0.582, atom 27 (O): -0.711, atom 28 (H): 0.210, atom 29 (H): 0.221, atom 30 (H): 0.253, atom 31 (H): 0.215, atom 32 (H): 0.265, atom 33 (H): 0.215, atom 34 (H): 0.505, atom 35 (Br): 0.113, atom 36 (C): -0.053, atom 37 (C): -0.234, atom 38 (C): -0.213, atom 39 (C): 0.147, atom 40 (C): -0.197, atom 41 (C): -0.207, atom 42 (N): -0.431, atom 43 (C): 0.124, atom 44 (C): 0.123, atom 45 (C): -0.167, atom 46 (C): -0.120, atom 47 (C): -0.201, atom 48 (C): 0.089, atom 49 (N): -0.466, atom 50 (H): 0.244, atom 51 (H): 0.216, atom 52 (H): 0.256, atom 53 (H): 0.249, atom 54 (H): 0.227, atom 55 (H): 0.243, atom 56 (H): 0.248, atom 57 (H): 0.251, atom 58 (H): 0.231

Formula: C4H10N2
Source: OMol25
Level of theory: ωB97M-V/def2-TZVPD

Geometry as XYZ:
```
16
Properties=species:S:1:pos:R:3:forces:R:3
C -1.688746 -0.276955 0.140480 3.78 0.20 0.57
C -3.083539 0.150814 0.015037 -0.31 -2.27 -2.12
C 2.980397 0.104071 0.011697 1.86 -1.85 -2.95
C 1.531817 -0.374039 0.095818 0.57 0.23 -0.97
N -0.625776 0.545862 -0.187060 -2.88 1.53 0.93
N 0.688807 0.779589 -0.224675 -0.98 -2.22 0.22
H -1.582811 -1.337392 0.333753 0.90 0.16 0.13
H -3.838486 0.198961 0.780969 0.43 -0.15 1.03
H -3.417059 -0.676077 -0.695378 -0.54 1.26 0.56
H -3.094894 1.048301 -0.508493 -0.43 1.81 -1.10
H 3.293101 0.858817 -0.787010 -0.97 -0.81 1.20
H 3.327183 0.355581 0.963797 0.43 1.16 1.41
H 3.663913 -0.799537 -0.216483 -1.05 1.09 0.14
H 1.354566 -1.335120 -0.449632 -0.12 0.94 -0.45
H 1.531457 -0.732891 1.100353 -1.04 -0.02 1.36
H -1.039932 1.490011 -0.373171 0.34 -1.06 0.03
```
Positions in Å, forces in eV/Å.

Summary:
Total charge   0
Energy above the lowest of the compared OMol25 structures with the same formula, charge and spin   93.4 kcal per mole
Gap between HOMO and LUMO   8.32 eV

In the natural (NBO) picture, each atom carries the following charge in e: atom 1 (C): -0.098, atom 2 (C): -0.650, atom 3 (C): -0.598, atom 4 (C): -0.290, atom 5 (N): -0.207, atom 6 (N): -0.354, atom 7 (H): 0.192, atom 8 (H): 0.230, atom 9 (H): 0.218, atom 10 (H): 0.205, atom 11 (H): 0.219, atom 12 (H): 0.202, atom 13 (H): 0.196, atom 14 (H): 0.174, atom 15 (H): 0.177, atom 16 (H): 0.384

Formula: C41H57N4O8P2SeW
Source: OMol25
Level of theory: ωB97M-V/def2-TZVPD

Geometry as XYZ:
```
114
Properties=species:S:1:pos:R:3:forces:R:3
W 0.981224 -0.075151 -0.238563 -0.36 -0.82 0.10
C -2.335410 3.297032 -6.252757 0.01 0.00 -0.02
C -2.969219 1.981089 -5.779214 0.00 0.02 0.01
C -4.486877 2.155935 -5.763357 -0.03 0.00 0.01
C -2.620148 0.862279 -6.769671 0.01 0.00 -0.02
C -2.413784 1.626847 -4.401339 0.00 -0.01 -0.03
C -1.044229 1.431509 -4.240139 0.05 0.00 0.04
C -0.550691 1.124306 -2.991153 -0.14 0.04 -0.08
Se 1.307792 0.869201 -2.686600 0.17 -0.12 0.03
C 1.806814 2.590641 -2.022465 0.01 0.14 0.04
C 2.088659 3.614888 -2.908309 0.01 0.00 0.02
C 2.425719 4.870649 -2.421902 0.00 -0.05 -0.06
C 2.458142 5.028116 -1.038921 -0.01 0.04 0.06
C 2.173934 4.021367 -0.117998 0.04 0.03 -0.05
C 1.849142 2.759673 -0.637870 -0.05 -0.15 0.03
O 1.603340 1.711901 0.184314 0.20 0.46 0.01
C 2.139851 4.302563 1.385866 -0.01 -0.02 0.02
C 3.012413 3.304062 2.162328 0.03 -0.04 0.03
C 0.680658 4.196670 1.853993 -0.03 0.03 0.02
C 2.646506 5.708877 1.717751 0.00 0.01 -0.01
C 2.731125 6.005619 -3.398840 0.00 0.00 0.04
C 3.092520 7.304985 -2.679204 -0.01 0.01 0.02
C 3.911637 5.604318 -4.291893 0.01 -0.02 -0.03
C 1.494693 6.262398 -4.270645 -0.01 0.01 -0.03
C -1.359350 0.978322 -1.859041 0.05 -0.02 0.12
O -0.756998 0.682964 -0.692167 -0.26 0.11 -0.39
C -2.737713 1.182615 -1.984515 0.09 -0.03 -0.12
C -3.203931 1.495944 -3.269143 -0.05 -0.01 0.06
C -3.781795 1.101730 -0.862935 0.03 -0.02 0.03
C -3.213839 0.784861 0.523130 0.00 0.00 0.02
C -4.795694 0.001552 -1.209317 -0.04 0.00 0.01
C -4.503702 2.453875 -0.762778 -0.02 0.01 0.02
H -2.722424 3.569722 -7.236277 -0.01 0.00 0.00
H -1.250274 3.216431 -6.335186 0.00 -0.01 0.00
H -2.559919 4.109482 -5.559850 -0.01 0.00 0.01
H -4.833164 2.403699 -6.767351 0.00 0.00 -0.01
H -4.795303 2.965940 -5.099947 0.01 0.01 0.00
H -4.999261 1.242561 -5.454562 0.01 -0.01 0.00
H -3.000795 1.105939 -7.763062 0.00 0.00 -0.01
H -3.063285 -0.085762 -6.458934 -0.01 0.00 0.01
H -1.541470 0.721375 -6.853592 0.01 0.00 0.00
H -0.365523 1.527794 -5.078715 0.01 0.00 0.00
H 2.041760 3.427676 -3.974309 -0.01 -0.01 -0.01
H 2.715053 5.999348 -0.650018 0.01 0.03 0.01
H 2.578262 2.305992 2.143098 0.01 0.04 0.01
H 3.082982 3.623093 3.204544 0.00 0.01 0.01
H 4.026445 3.267268 1.756371 0.01 0.01 0.00
H 0.276033 3.202017 1.680854 0.01 0.00 -0.01
H 0.064661 4.933559 1.333822 0.00 0.00 0.00
H 0.615498 4.398781 2.925872 0.02 0.00 0.00
H 3.679676 5.861122 1.398464 0.01 -0.01 -0.01
H 2.608925 5.847608 2.798776 0.00 0.00 0.00
H 2.026853 6.488213 1.271601 -0.01 -0.01 -0.01
H 3.979439 7.189533 -2.053427 0.01 -0.01 0.00
H 2.272430 7.662737 -2.053881 0.00 0.00 0.00
H 3.307322 8.081095 -3.414646 0.00 -0.01 -0.02
H 4.804614 5.412662 -3.694555 0.00 0.00 0.01
H 4.138886 6.404806 -4.998195 0.00 0.01 0.00
H 3.692767 4.704968 -4.869562 0.00 0.00 0.00
H 0.638155 6.547794 -3.657705 0.00 0.00 0.01
H 1.215225 5.378530 -4.846370 0.00 -0.01 0.00
H 1.693745 7.070123 -4.977439 0.00 0.01 0.00
H -4.268455 1.646502 -3.375869 0.00 0.01 -0.01
H -2.727096 -0.190249 0.544124 0.01 -0.02 -0.01
H -4.043647 0.782004 1.234904 0.00 -0.01 0.00
H -2.485385 1.525517 0.851441 -0.01 0.01 -0.01
H -4.305317 -0.972488 -1.277086 0.01 -0.01 0.00
H -5.301642 0.188105 -2.156426 0.00 0.00 -0.01
H -5.559435 -0.059441 -0.431457 0.00 0.00 0.00
H -3.797593 3.249829 -0.521247 0.01 0.00 0.00
H -5.254112 2.413910 0.029001 0.00 0.00 0.00
H -5.013261 2.722506 -1.687776 0.00 0.00 -0.01
N 1.768872 -0.441532 4.413457 0.03 -0.04 0.05
C 0.947917 -1.382100 3.556259 0.00 -0.07 -0.03
C 0.340276 -2.489304 4.400182 -0.08 0.03 0.04
P 2.045813 -2.105969 2.244192 -0.04 -0.24 0.03
O 3.471939 -2.068945 3.010269 -0.04 0.10 0.02
O 1.637573 -3.465806 1.886926 0.00 -0.03 -0.02
O 2.169868 -1.021896 1.177281 0.41 0.15 -0.17
P -0.220020 -0.234700 2.679797 0.21 0.82 -0.14
O -1.617196 -0.298367 3.430798 -0.02 -0.38 -0.16
O 0.416443 1.097778 2.884077 -0.12 -0.34 0.10
O -0.361656 -0.765901 1.253605 -0.25 0.28 0.73
H 2.739823 -0.757317 4.481570 0.00 0.04 -0.04
H 1.367774 -0.359355 5.347940 0.02 -0.02 -0.01
H 1.663434 0.492057 3.938058 0.03 0.01 0.03
H 1.112730 -3.101566 4.868759 0.01 0.00 -0.01
H -0.246673 -3.145611 3.761115 0.00 -0.01 0.00
H -0.313806 -2.078160 5.171696 -0.01 0.01 0.00
H 3.848871 -2.956003 3.070415 0.00 -0.03 0.00
H -2.316563 -0.746687 2.937296 -0.02 0.02 0.00
C -0.805348 -2.499171 -2.966557 0.03 0.00 0.05
C -0.800045 -2.243358 -1.608489 -0.03 -0.05 0.03
N 0.333347 -2.201276 -0.894743 -0.06 0.04 -0.25
C 1.497586 -2.393942 -1.521190 0.00 0.13 0.12
C 1.600626 -2.432139 -2.904820 -0.05 -0.08 0.05
C 0.415367 -2.544388 -3.625321 0.02 0.03 -0.08
C 2.888053 -2.233764 -3.550388 0.05 -0.03 -0.06
C 3.960207 -1.574749 -3.098950 0.03 0.15 0.12
C 4.367335 -0.833659 -1.864484 -0.07 -0.10 -0.16
C 5.754498 -0.789610 -1.708134 -0.11 0.12 0.20
C 6.279556 -0.091899 -0.639995 0.07 -0.12 -0.16
N 5.503546 0.559827 0.215401 0.09 0.07 0.09
C 4.205677 0.483063 -0.000594 -0.11 0.05 0.06
N 3.573790 -0.186988 -0.976510 0.13 -0.07 -0.15
H -1.739387 -2.570551 -3.504662 0.00 0.00 -0.01
H -1.712509 -2.034463 -1.063922 0.01 0.03 0.03
H 2.365539 -2.473594 -0.877828 0.04 -0.01 -0.07
H 0.446040 -2.621252 -4.705769 0.02 0.00 -0.01
H 2.966249 -2.631324 -4.556857 0.05 -0.01 0.00
H 4.800193 -1.579500 -3.783521 -0.03 -0.04 -0.06
H 6.398365 -1.292827 -2.413224 0.02 -0.01 -0.01
H 7.349746 -0.044497 -0.474073 0.00 0.01 0.02
H 3.575183 1.025504 0.687467 0.01 -0.03 -0.03
```
Positions in Å, forces in eV/Å.

Summary:
Multiplicity   3
Total charge   +1
Energy above the lowest of the compared OMol25 structures with the same formula, charge and spin   0.0 kcal per mole
Gap between HOMO and LUMO (spin up / spin down)   6.52 / 6.97 eV

Löwdin atomic charge list, values in e, 99 entries: atom 1 (W): 1.641, atom 2 (C): -0.041, atom 3 (C): -0.557, atom 4 (C): -0.061, atom 5 (C): -0.044, atom 6 (C): -0.158, atom 7 (C): -0.050, atom 8 (C): -0.380, atom 9 (Se): 1.244, atom 10 (C): -0.362, atom 11 (C): -0.052, atom 12 (C): -0.155, atom 13 (C): 0.050, atom 14 (C): -0.070, atom 15 (C): -0.311, atom 16 (O): -0.323, atom 17 (C): -0.519, atom 18 (C): -0.041, atom 19 (C): -0.031, atom 20 (C): -0.062, atom 21 (C): -0.557, atom 22 (C): -0.061, atom 23 (C): -0.044, atom 24 (C): -0.042, atom 25 (C): -0.314, atom 26 (O): -0.305, atom 27 (C): -0.070, atom 28 (C): 0.036, atom 29 (C): -0.527, atom 30 (C): -0.062, atom 31 (C): -0.036, atom 32 (C): -0.035, atom 33 (H): 0.089, atom 34 (H): 0.075, atom 35 (H): 0.093, atom 36 (H): 0.090, atom 37 (H): 0.090, atom 38 (H): 0.089, atom 39 (H): 0.089, atom 40 (H): 0.089, atom 41 (H): 0.076, atom 42 (H): 0.110, atom 43 (H): 0.109, atom 44 (H): 0.087, atom 45 (H): 0.045, atom 46 (H): 0.088, atom 47 (H): 0.093, atom 48 (H): 0.056, atom 49 (H): 0.093, atom 50 (H): 0.092, atom 51 (H): 0.094, atom 52 (H): 0.087, atom 53 (H): 0.086, atom 54 (H): 0.090, atom 55 (H): 0.090, atom 56 (H): 0.089, atom 57 (H): 0.092, atom 58 (H): 0.088, atom 59 (H): 0.076, atom 60 (H): 0.093, atom 61 (H): 0.074, atom 62 (H): 0.088, atom 63 (H): 0.096, atom 64 (H): 0.061, atom 65 (H): 0.093, atom 66 (H): 0.093, atom 67 (H): 0.083, atom 68 (H): 0.080, atom 69 (H): 0.090, atom 70 (H): 0.096, atom 71 (H): 0.090, atom 72 (H): 0.079, atom 73 (N): 0.177, atom 74 (C): -0.475, atom 75 (C): -0.069, atom 76 (P): 0.365, atom 77 (O): -0.127, atom 78 (O): -0.244, atom 79 (O): -0.432, atom 80 (P): 0.386, atom 81 (O): -0.082, atom 82 (O): -0.273, atom 83 (O): -0.410, atom 84 (H): 0.143, atom 85 (H): 0.168, atom 86 (H): 0.120, atom 87 (H): 0.094, atom 88 (H): 0.094, atom 89 (H): 0.088, atom 90 (H): 0.098, atom 91 (H): 0.092, atom 92 (C): -0.014, atom 93 (C): -0.102, atom 94 (N): -0.036, atom 95 (C): -0.144, atom 96 (C): -0.234, atom 97 (C): 0.009, atom 98 (C): -0.042, atom 99 (C): -0.026